The following is a DFT calculation (ωB97M-V/def2-TZVPD) of a molecular structure, C14H26O4P2Tc.

Computed properties:
Electronic energy   -1612.9104 Ha
Expectation value of S²   3.78
Charge   +2
Multiplicity   4
Relative energy (zero: lowest compared OMol25 entry of this formula, charge and spin)   0.0 kcal/mol
Frontier orbital gap (alpha / beta)   0.2846 / 0.2251 hartree

Cartesian coordinates (Å):
Tc  -0.0044  -0.4884  -0.8590
H  -1.6829  -1.1044  -0.7917
H  -1.7288  -0.2548  -1.2176
P  -0.1671  -2.6260  -1.7078
P  -0.2167  1.5967  -1.9526
C  1.2623  2.6248  -1.5927
H  1.0686  3.6690  -1.8709
H  1.5196  2.5808  -0.5272
H  2.1125  2.2495  -2.1737
C  -0.5552  2.0459  -3.6861
H  -1.5198  1.6293  -3.9988
H  -0.5836  3.1388  -3.8025
H  0.2315  1.6385  -4.3315
C  -1.4977  2.5722  -1.0651
H  -1.3171  2.5640  0.0170
H  -1.4884  3.6100  -1.4211
H  -2.4822  2.1339  -1.2592
C  -0.3030  -3.1601  -3.4506
H  -0.3312  -4.2583  -3.4727
H  -1.2205  -2.7604  -3.8985
H  0.5673  -2.8060  -4.0155
C  1.2211  -3.6909  -1.1743
H  1.3328  -3.6254  -0.0848
H  0.9851  -4.7223  -1.4649
H  2.1500  -3.3686  -1.6606
C  -1.5677  -3.5600  -0.9793
H  -2.5171  -3.1435  -1.3384
H  -1.4730  -4.6063  -1.3022
H  -1.5269  -3.5002  0.1163
C  1.9108  -0.7290  -0.7129
O  3.0756  -0.8602  -0.6554
H  0.2721  -0.5311  -2.4526
O  0.4048  2.9280  2.3295
C  0.3325  2.1285  3.4150
C  0.3730  2.7324  4.6833
C  0.3594  1.9461  5.8292
C  0.3184  0.5499  5.7288
C  0.2793  -0.0617  4.4752
C  0.2525  0.7043  3.3113
C  0.1674  -0.0156  2.0099
O  0.1575  -1.2609  1.9408
O  0.1009  0.7604  0.9480
H  0.3361  2.3137  1.5453
H  0.4279  3.8160  4.7554
H  0.3823  2.4161  6.8122
H  0.3217  -0.0691  6.6239
H  0.2605  -1.1459  4.3793

Atom charges from the natural (NBO) analysis, given in e for atoms 1 to 6: atom 1 (Tc): -0.11, atom 2 (H): 0.12, atom 3 (H): 0.08, atom 4 (P): 1.18, atom 5 (P): 1.12, atom 6 (C): -0.94